A structure of composition C23H33ClNZn. Source: the Open Molecules 2025 dataset; level of theory: wB97M-V/def2-TZVPD.

The HOMO-LUMO gap is 5.462 eV. The HOMO energy is -2.7 eV.

Structure (ORCA input):
```
! RIJCOSX wB97M-V def2-TZVPD def2/J DEFGRID3
* xyz -1 1
Zn 1.22 1.02 -0.90
C -2.38 2.95 0.22
C -1.84 1.70 0.88
C -0.97 1.79 1.97
C -0.43 3.14 2.39
C -0.56 0.64 2.65
C 0.32 0.76 3.87
C -0.97 -0.62 2.18
C -0.51 -1.89 2.87
C -1.78 -0.71 1.04
C -2.19 -2.07 0.51
C -2.19 0.44 0.38
C -2.96 0.34 -0.92
H -1.74 3.28 -0.60
H -2.46 3.76 0.94
H -3.37 2.77 -0.18
H -1.05 3.62 3.16
H -0.38 3.83 1.54
H 0.58 3.06 2.78
H 1.38 0.72 3.60
H 0.13 -0.05 4.58
H 0.14 1.69 4.40
H -1.28 -2.27 3.56
H 0.40 -1.73 3.44
H -0.29 -2.67 2.15
H -1.46 -2.42 -0.22
H -3.16 -2.02 0.02
H -2.26 -2.81 1.31
H -4.04 0.28 -0.75
H -2.65 -0.54 -1.47
H -2.76 1.19 -1.56
Cl 1.98 -5.27 2.17
C 2.22 -3.63 1.59
C 2.65 -2.65 2.46
C 2.83 -1.36 1.99
C 2.62 -1.01 0.65
C 2.87 0.36 0.15
C 2.17 -2.03 -0.20
C 1.97 -3.33 0.26
H 2.83 -2.90 3.50
H 3.18 -0.59 2.68
H 3.49 0.36 -0.75
H 3.33 1.00 0.91
H 1.91 -1.77 -1.22
H 1.61 -4.10 -0.41
C 0.74 -0.58 -4.56
C 0.32 0.60 -3.66
C 1.20 1.80 -4.06
C -1.14 0.96 -4.03
N 0.45 0.18 -2.29
H 0.57 -0.38 -5.62
H 0.18 -1.47 -4.26
H 1.81 -0.79 -4.40
H 1.14 2.02 -5.13
H 2.24 1.59 -3.80
H 0.88 2.69 -3.50
H -1.26 1.13 -5.11
H -1.44 1.86 -3.49
H -1.79 0.14 -3.72
*
```

Mulliken atomic charge list, values in e, 8 entries: Zn -0.46; C -2.42; C 0.45; C 1.88; C -2.51; C 0.56; C -2.46; C 1.92

A cluster of 6 separate species, C23H33F17O15Si in total. Source: the Open Molecules 2025 dataset; level of theory: wB97M-V/def2-TZVPD.

The HOMO-LUMO gap is 10.908 eV. The SMILES is FC(F)(F)C(F)(F)C(F)(F)C(F)(F)C(F)(F)C(F)(F)C(F)(F)C(F)(F)[SiH3].COC(=O)OC.COC(=O)OC.COC(=O)OC.COC(=O)OC.COC(=O)OC. The HOMO energy is -10.9 eV.

Structure (ORCA input):
```
! RIJCOSX wB97M-V def2-TZVPD def2/J DEFGRID3
* xyz 0 1
F 3.61 1.38 0.33
C 2.27 1.02 0.09
F 1.47 1.28 1.20
F 2.29 -0.39 -0.06
C 1.72 1.60 -1.29
F 0.41 1.16 -1.57
F 2.50 0.93 -2.29
C 1.95 3.16 -1.55
F 1.28 3.48 -2.75
F 3.34 3.32 -1.87
C 1.67 4.18 -0.37
F 2.06 5.46 -0.85
F 2.50 4.00 0.76
C 0.18 4.31 0.16
F -0.54 3.11 0.27
F 0.30 4.78 1.50
C -0.75 5.38 -0.56
F -0.40 6.64 0.01
F -0.56 5.52 -1.93
C -2.30 5.19 -0.22
F -2.54 4.93 1.16
F -2.90 6.46 -0.44
C -3.10 4.15 -1.12
F -4.02 4.85 -1.98
F -2.32 3.32 -1.95
Si -4.22 2.94 -0.06
H -4.34 1.67 -0.81
H -3.57 2.57 1.21
H -5.55 3.55 0.14
C 2.64 -3.48 -0.06
O 2.23 -4.47 -1.01
C 0.99 -4.28 -1.49
O 0.24 -3.38 -1.20
O 0.73 -5.27 -2.36
C -0.56 -5.20 -2.96
H 3.65 -3.73 0.26
H 2.66 -2.49 -0.52
H 1.98 -3.49 0.81
H -0.67 -4.28 -3.54
H -1.34 -5.28 -2.21
H -0.65 -6.05 -3.64
C 3.07 0.43 3.85
O 3.11 -0.64 4.79
C 1.98 -0.79 5.50
O 0.98 -0.12 5.40
O 2.15 -1.83 6.33
C 1.02 -2.11 7.16
H 4.03 0.46 3.33
H 2.28 0.27 3.11
H 2.92 1.38 4.36
H 0.15 -2.37 6.55
H 0.79 -1.25 7.80
H 1.27 -2.96 7.79
C 4.71 1.86 -4.05
O 5.74 0.88 -4.18
C 6.96 1.32 -3.83
O 7.23 2.43 -3.44
O 7.83 0.31 -4.00
C 9.18 0.64 -3.67
H 3.77 1.41 -4.35
H 4.62 2.18 -3.02
H 4.91 2.71 -4.71
H 9.26 0.91 -2.62
H 9.55 1.44 -4.31
H 9.78 -0.25 -3.84
C -8.25 7.33 1.92
O -9.21 6.37 2.36
C -9.06 5.16 1.80
O -8.23 4.85 0.99
O -10.01 4.35 2.30
C -9.98 3.02 1.79
H -8.47 8.27 2.44
H -7.24 7.02 2.17
H -8.35 7.50 0.84
H -9.03 2.53 2.04
H -10.14 3.02 0.71
H -10.79 2.46 2.26
C 1.41 -7.95 -0.47
O 0.64 -9.00 0.14
C -0.07 -9.73 -0.73
O -0.11 -9.57 -1.93
O -0.73 -10.67 -0.04
C -1.54 -11.52 -0.84
H 1.94 -7.43 0.33
H 2.14 -8.36 -1.16
H 0.75 -7.24 -0.97
H -0.93 -12.07 -1.56
H -2.32 -10.95 -1.36
H -2.03 -12.24 -0.18
*
```

Mulliken atomic charge list, values in e, 8 entries: F -0.24; C 0.51; F -0.25; F -0.13; C 0.48; F -0.23; F -0.28; C 0.74

The ion C23H33N2O with charge +1. Source: the Open Molecules 2025 dataset; level of theory: wB97M-V/def2-TZVPD.

The HOMO-LUMO gap is 8.160 eV. The SMILES is CCN1CC[NH+](CCOc2ccc(C(C)(C)c3ccccc3)cc2)CC1. The HOMO energy is -10.7 eV. For the energy above the lowest of the compared OMol25 structures with the same formula, charge and spin, the calculation gives 5.2 kcal/mol.

Structure (ORCA input):
```
! RIJCOSX wB97M-V def2-TZVPD def2/J DEFGRID3
* xyz 1 1
C 2.90 -2.52 -5.57
C 1.76 -1.52 -5.44
N 0.50 -2.19 -5.16
C -0.69 -1.55 -5.62
C -1.17 -0.42 -4.69
N -1.39 -0.98 -3.33
C -1.97 0.01 -2.38
C -2.66 -0.68 -1.19
O -1.77 -1.38 -0.38
C -1.08 -0.70 0.63
C -1.13 0.66 0.86
C -0.40 1.20 1.90
C 0.39 0.42 2.73
C 1.18 1.10 3.83
C 1.75 0.10 4.86
C 2.36 1.82 3.16
C 0.25 2.04 4.59
C -0.99 1.55 5.00
C -1.86 2.34 5.72
C -1.51 3.64 6.05
C -0.27 4.13 5.65
C 0.60 3.34 4.93
C 0.44 -0.95 2.47
C -0.29 -1.50 1.44
C -0.13 -1.58 -2.84
C 0.33 -2.68 -3.82
H 3.79 -2.01 -5.92
H 3.14 -2.99 -4.62
H 2.63 -3.29 -6.28
H 2.01 -0.77 -4.67
H 1.65 -1.00 -6.39
H -0.53 -1.13 -6.62
H -1.49 -2.30 -5.70
H -2.10 0.01 -5.06
H -0.42 0.37 -4.62
H -2.07 -1.75 -3.42
H -2.71 0.61 -2.91
H -1.17 0.66 -2.03
H -3.22 0.07 -0.63
H -3.37 -1.43 -1.56
H -1.74 1.32 0.26
H -0.47 2.27 2.08
H 2.52 -0.53 4.41
H 2.20 0.66 5.68
H 0.96 -0.52 5.27
H 3.03 2.23 3.90
H 2.01 2.62 2.52
H 2.92 1.11 2.55
H -1.27 0.54 4.74
H -2.81 1.95 6.03
H -2.18 4.26 6.61
H 0.01 5.14 5.91
H 1.55 3.74 4.64
H 1.04 -1.60 3.09
H -0.26 -2.57 1.25
H -0.30 -2.01 -1.85
H 0.62 -0.79 -2.77
H 1.27 -3.10 -3.46
H -0.41 -3.48 -3.83
*
```

Mulliken atomic charge list, values in e, 8 entries: C -1.38; C -0.18; N 0.26; C -1.14; C -0.42; N 0.12; C -0.51; C -1.01

A structure of composition C23H33N4OPdSSi2. Source: the Open Molecules 2025 dataset; level of theory: wB97M-V/def2-TZVPD.

Its expectation value of S² is 0.768. The HOMO-LUMO gap (spin up / spin down) is 4.606 / 4.827 eV. The HOMO energy (spin up / spin down) is -6.1 / -6.1 eV. For the energy above the lowest of the compared OMol25 structures with the same formula, charge and spin, the calculation gives 51.6 kcal/mol.

Structure (ORCA input):
```
! RIJCOSX wB97M-V def2-TZVPD def2/J DEFGRID3
* xyz 0 2
Pd -0.23 0.27 -0.06
O -1.15 1.97 0.95
N -0.45 2.61 1.89
C -0.83 3.88 2.24
C -0.20 4.55 3.24
C 0.87 3.95 3.94
C 1.24 2.66 3.58
C 0.60 1.99 2.56
S 1.12 0.42 2.04
H -1.65 4.28 1.66
H -0.52 5.54 3.49
H 1.38 4.47 4.73
H 2.04 2.15 4.09
C 0.21 2.37 -2.29
Si 1.75 1.25 -1.95
C 2.76 1.96 -0.47
C 2.85 1.33 -3.51
N 1.19 -0.31 -1.54
C 1.46 -1.60 -1.64
C 2.38 -2.16 -2.54
C 2.57 -3.52 -2.62
C 1.84 -4.38 -1.78
C 0.95 -3.88 -0.87
C 0.71 -2.49 -0.77
N -0.14 -1.94 0.09
Si -1.03 -2.63 1.40
C 0.20 -3.34 2.69
C -2.31 -3.94 0.85
C -1.99 -1.17 2.17
H 0.53 3.39 -2.46
H -0.50 2.37 -1.46
H -0.32 2.05 -3.18
H 3.51 2.67 -0.82
H 3.27 1.17 0.06
H 2.13 2.49 0.24
H 3.03 2.36 -3.80
H 2.39 0.84 -4.36
H 3.81 0.87 -3.34
H 2.94 -1.49 -3.18
H 3.28 -3.93 -3.32
H 1.99 -5.45 -1.86
H 0.40 -4.54 -0.22
H 0.66 -4.27 2.35
H -0.32 -3.55 3.62
H 0.99 -2.63 2.90
H -1.84 -4.84 0.47
H -2.97 -3.55 0.08
H -2.92 -4.23 1.70
H -1.39 -0.66 2.92
H -2.90 -1.49 2.66
H -2.26 -0.44 1.41
C -3.81 1.88 -4.74
C -3.24 1.16 -3.57
C -2.30 0.13 -3.72
C -1.76 -0.48 -2.61
N -2.07 -0.12 -1.35
C -3.03 0.81 -1.20
C -3.63 1.46 -2.26
H -3.28 1.64 -5.66
H -3.78 2.95 -4.58
H -4.86 1.60 -4.88
H -1.98 -0.18 -4.70
H -1.06 -1.30 -2.71
H -3.32 1.03 -0.18
H -4.39 2.20 -2.07
*
```

Mulliken atomic charge list, values in e, 8 entries: Pd 0.07; O -0.54; N 0.51; C -0.31; C -0.67; C -0.28; C -0.87; C 0.43

Number 1: F_max 1.0 eV Å⁻¹. Number 2: F_max 3.4 eV Å⁻¹. Number 3: F_max 1.2 eV Å⁻¹. Number 4: F_max 2.5 eV Å⁻¹.